A 2-piece molecular cluster, C6H14N2O2 overall at a distorted geometry, computed with the ωB97M-V functional and the def2-TZVPD basis.

The geometry in ORCA input format:
```
! RIJCOSX wB97M-V def2-TZVPD def2/J DEFGRID3
* xyz 0 1
C 1.57840 1.24949 -1.16751
C -2.18106 2.08658 -1.06721
C 0.12137 1.48996 -1.55140
O -0.15724 1.56163 -2.70582
N -0.88538 1.60680 -0.60017
H 1.67993 0.75067 -0.18506
H -0.70852 1.25494 0.33980
H -2.43746 1.85377 -2.12266
H 1.99050 0.43044 -1.80020
H 2.11513 2.17483 -1.17692
H -2.96624 1.78488 -0.19492
H -2.33811 3.15338 -0.97277
C -1.25218 -0.72894 2.18068
C 2.10269 -1.85674 0.84089
C 0.69972 -2.03220 1.08124
O -0.11412 -2.84515 0.90883
N 0.23039 -0.80678 1.80747
H 0.61707 -0.03867 1.25749
H -1.53617 -0.78885 3.34903
H 2.32340 -2.29948 -0.13536
H -1.99822 -0.00562 1.75366
H -1.65118 -1.64285 1.85122
H 2.46063 -0.92440 0.51957
H 2.79143 -2.28388 1.54174
*
```

Calculated total energy in Eh: -496.94264
Maximum force in eV/A: 6.7
E_HOMO in eV: -9.66
ΔE to the lowest compared entry with this formula, charge and spin in eV: 3.126